No. 1
Computed, not measured: a cluster of 2 separate species, C3H11N3OS in total at a distorted geometry, with ωB97M-V/def2-TZVPD.

CARTESIAN COORDINATES (ANGSTROEM)
C: 3.216 -1.206 0.585
C: -2.702 -0.220 -0.685
C: -4.192 0.165 1.030
N: 2.479 -0.016 0.853
N: 1.850 2.038 -0.908
N: -3.027 0.164 0.636
O: 1.237 -0.437 -1.414
S: 1.232 0.419 -0.263
H: 4.214 -0.934 0.147
H: 2.733 -1.713 -0.293
H: 3.453 -1.821 1.484
H: -1.830 0.243 -1.017
H: -2.400 -1.291 -0.916
H: -3.586 -0.187 -1.462
H: -5.045 -0.223 0.243
H: 2.224 -0.129 1.858
H: -4.524 0.425 2.110
H: 2.302 2.091 -1.819
H: 2.365 2.632 -0.169

Electronic energy   -20638.87204 eV
LUMO energy   0.82 eV
ΔE to the lowest compared entry with this formula, charge and spin   387.6 kJ/mol
Frontier orbital gap   9.97 eV

Löwdin population analysis, charges in e, atoms 1 to 2: -0.214, -0.185

=====

No. 2
Computed, not measured: a cluster of 2 separate species, C3H11N3Si in total at a distorted geometry, with ωB97M-V/def2-TZVPD.

CARTESIAN COORDINATES (ANGSTROEM)
C: 1.014 -1.645 0.802
Si: 0.303 -0.113 -0.154
C: 1.694 0.455 -1.375
C: 0.547 1.339 1.066
N: -1.357 -0.365 -0.625
H: 0.418 -2.626 1.052
H: 1.807 -1.975 0.205
H: 1.488 -1.212 1.766
H: 2.746 0.276 -1.194
H: 1.621 0.076 -2.339
H: 1.615 1.581 -1.427
H: 1.302 0.994 1.800
H: 0.717 2.203 0.527
H: -0.408 1.296 1.660
H: -1.501 -0.570 -1.630
H: -2.070 0.076 -0.282
N: -5.144 -0.359 -0.178
N: -4.791 0.570 0.327

Electronic energy   -15638.35530 eV
LUMO energy   0.86 eV
SMILES   C[Si](C)(C)N.N#N
ΔE to the lowest compared entry with this formula, charge and spin   71.5 kJ/mol
Frontier orbital gap   10.31 eV

Löwdin population analysis, charges in e, atoms 1 to 2: -0.202, 0.481

=====

No. 3
Computed, not measured: a cluster of 3 separate species, C3H11N4 in total at a distorted geometry, with ωB97M-V/def2-TZVPD.

CARTESIAN COORDINATES (ANGSTROEM)
C: -1.479 -2.086 2.307
C: -1.627 -1.201 1.071
C: -0.821 -1.573 -0.275
N: 1.582 1.355 -1.198
N: 1.044 0.544 -1.749
N: -1.632 -1.943 -1.267
N: 3.043 3.425 -1.031
H: -0.504 -2.036 2.662
H: -2.179 -1.869 3.122
H: -1.644 -3.235 2.050
H: -2.736 -1.095 0.763
H: -1.268 -0.103 1.275
H: 2.344 2.617 -1.042
H: -1.342 -1.986 -2.250
H: -2.639 -2.170 -1.205
H: 3.982 3.338 -1.235
H: 2.778 3.991 -1.811
H: 3.100 4.028 -0.186

Electronic energy   -9240.64997 eV
LUMO energy   -3.83 eV
Net charge   +1
ΔE to the lowest compared entry with this formula, charge and spin   346.7 kJ/mol
Frontier orbital gap   6.73 eV

Löwdin population analysis, charges in e, atoms 1 to 2: -0.142, -0.310

=====

No. 4
Computed, not measured: a cluster of 2 separate species, C3H11N4 in total at a distorted geometry, with ωB97M-V/def2-TZVPD.

CARTESIAN COORDINATES (ANGSTROEM)
N: -1.530 0.695 1.522
C: -0.361 1.357 1.070
N: -0.331 1.653 -0.283
N: 0.638 1.613 1.836
H: -1.635 0.844 2.523
H: -2.365 1.019 1.046
H: -1.259 1.894 -0.678
H: 0.365 2.385 -0.487
H: 0.563 1.054 2.714
C: 1.297 -1.080 -1.907
C: -0.284 -1.513 -0.084
N: 0.767 -1.817 -0.759
H: 1.140 -1.647 -2.813
H: 2.364 -0.906 -1.723
H: 0.755 -0.130 -1.957
H: -0.836 -0.545 -0.236
H: -0.596 -2.244 0.652
H: 1.308 -2.632 -0.437

Electronic energy   -9242.73541 eV
LUMO energy   -4.74 eV
Net charge   +1
ΔE to the lowest compared entry with this formula, charge and spin   145.5 kJ/mol
Frontier orbital gap   8.11 eV

Löwdin population analysis, charges in e, atoms 1 to 2: 0.086, -0.651

=====

No. 5
Computed, not measured: a cluster of 2 separate species, C3H11N4O in total, with ωB97M-V/def2-TZVPD.

CARTESIAN COORDINATES (ANGSTROEM)
C: -1.519 1.348 -0.212
C: -0.496 1.896 -0.874
N: -0.392 1.997 -2.234
N: -1.421 1.270 1.258
H: -2.350 0.811 -0.635
H: 0.328 2.343 -0.325
H: 0.556 2.036 -2.577
H: -0.971 1.350 -2.749
H: -1.082 0.349 1.568
H: -2.311 1.443 1.735
H: -0.767 1.977 1.590
N: 1.158 -1.788 -0.824
C: 0.852 -1.695 0.517
N: 1.826 -1.034 1.263
O: -0.171 -2.130 1.004
H: 2.149 -1.826 -1.027
H: 0.634 -2.515 -1.285
H: 2.200 -0.205 0.823
H: 1.506 -0.859 2.199

Electronic energy   -11291.33420 eV
LUMO energy   -3.45 eV
Net charge   +1
ΔE to the lowest compared entry with this formula, charge and spin   161.1 kJ/mol
Frontier orbital gap   9.86 eV

Löwdin population analysis, charges in e, atoms 1 to 2: -0.096, -0.188

=====

No. 6
Computed, not measured: a cluster of 2 separate species, C3H11N4O in total at a distorted geometry, with ωB97M-V/def2-TZVPD.

CARTESIAN COORDINATES (ANGSTROEM)
C: -0.700 -1.103 2.099
N: 0.485 2.174 0.944
C: -0.282 1.103 1.123
N: 0.152 0.012 1.686
H: -0.192 -2.033 1.863
H: -1.624 -1.104 1.524
H: -0.917 -1.019 3.160
H: 1.463 2.058 0.733
H: 0.079 2.907 0.395
H: -1.346 1.147 0.943
H: 1.149 -0.027 1.869
N: 0.010 -1.682 -2.067
C: 0.692 -0.507 -1.813
N: -0.004 0.646 -2.192
O: 1.771 -0.460 -1.260
H: 0.276 -2.437 -1.454
H: -0.994 -1.578 -2.115
H: 0.605 1.408 -2.461
H: -0.623 0.493 -2.979

Electronic energy   -11292.25202 eV
LUMO energy   -3.53 eV
Net charge   +1
ΔE to the lowest compared entry with this formula, charge and spin   72.5 kJ/mol
Frontier orbital gap   10.17 eV

Löwdin population analysis, charges in e, atoms 1 to 2: -0.012, 0.191